No. 1
Density functional theory data (the ωB97M-V functional and the def2-TZVPD basis) for 2 unconnected molecules or ions with the total composition C6H14N2O2 at a distorted geometry.

- structure (SMILES) = CNC(C)=O.CNC(C)=O
- relative energy (zero: lowest compared OMol25 entry of this formula, charge and spin) (eV) = 2.477
- total energy (eV) = -13523.1471
- orbital gap (eV) = 9.349

Atoms and positions in Å:
C  0.70  -1.34  -2.25
N  1.71  -1.24  -1.11
C  1.72  -0.04  -0.34
C  2.86  0.29  0.43
O  0.79  0.74  -0.29
H  0.90  -0.65  -3.04
H  0.65  -2.44  -2.62
H  -0.25  -1.06  -1.92
H  2.66  -1.76  -1.40
H  3.73  0.69  -0.15
H  2.59  1.16  1.09
H  3.17  -0.45  1.05
C  -2.26  1.42  -0.71
N  -1.66  1.10  0.58
C  -1.84  -0.13  1.18
C  -1.20  -0.37  2.49
O  -2.71  -0.84  0.67
H  -2.85  0.52  -0.97
H  -2.87  2.24  -0.53
H  -1.46  1.67  -1.42
H  -0.89  1.73  0.98
H  -0.26  -0.04  2.49
H  -1.85  0.35  3.02
H  -1.39  -1.55  2.77

Population analysis type Löwdin, resulting atomic charges in e:
1. C -0.071
2. N 0.000
3. C -0.556
4. C -0.026
5. O 0.043
6. H 0.068
7. H 0.109
8. H 0.037
9. H 0.178
10. H 0.114
11. H 0.111
12. H 0.044
13. C -0.072
14. N -0.046
15. C -0.577
16. C 0.000
17. O -0.010
18. H 0.090
19. H 0.051
20. H 0.078
21. H 0.158
22. H 0.014
23. H 0.102
24. H 0.160

***

No. 2
Density functional theory data (the ωB97M-V functional and the def2-TZVPD basis) for 2 unconnected molecules or ions with the total composition C6H14N2O2 at a distorted geometry.

- structure (SMILES) = CNC(C)=O.CNC(C)=O
- relative energy (zero: lowest compared OMol25 entry of this formula, charge and spin) (eV) = 2.600
- total energy (eV) = -13523.0241
- orbital gap (eV) = 9.625

Atoms and positions in Å:
C  -0.81  2.43  -0.08
N  -1.36  1.42  -0.97
C  -1.97  0.38  -0.34
C  -2.93  -0.31  -1.36
O  -1.79  0.16  0.85
H  0.05  3.12  -0.38
H  -1.60  3.07  0.22
H  -0.55  2.05  0.98
H  -1.71  1.73  -1.86
H  -2.55  -0.64  -2.39
H  -3.16  -1.35  -1.10
H  -3.74  0.35  -1.52
C  2.70  -0.04  -0.68
N  1.66  -0.66  0.09
C  1.86  -1.60  1.02
C  0.87  -1.85  2.11
O  2.83  -2.39  1.05
H  3.47  -0.85  -1.01
H  2.32  0.36  -1.70
H  3.28  0.69  -0.25
H  0.81  -0.22  -0.08
H  0.64  -2.90  2.19
H  1.50  -1.76  3.10
H  0.18  -1.16  2.11

Population analysis type Löwdin, resulting atomic charges in e:
1. C -0.106
2. N -0.010
3. C -0.521
4. C -0.005
5. O 0.033
6. H 0.103
7. H 0.060
8. H 0.109
9. H 0.130
10. H 0.102
11. H 0.076
12. H 0.058
13. C -0.087
14. N 0.024
15. C -0.530
16. C 0.008
17. O -0.001
18. H 0.116
19. H 0.108
20. H 0.038
21. H 0.084
22. H 0.090
23. H 0.137
24. H -0.014

***

No. 3
Density functional theory data (the ωB97M-V functional and the def2-TZVPD basis) for 2 unconnected molecules or ions with the total composition C6H14N2O2 at a distorted geometry.

- structure (SMILES) = CNC(C)=O.CNC(C)=O
- relative energy (zero: lowest compared OMol25 entry of this formula, charge and spin) (eV) = 1.264
- total energy (eV) = -13524.3606
- orbital gap (eV) = 10.170

Atoms and positions in Å:
C  0.17  1.29  -2.29
N  1.30  1.47  -1.40
C  1.13  2.29  -0.32
C  2.15  2.14  0.75
O  0.15  2.99  -0.20
H  -0.58  0.68  -1.87
H  -0.37  2.21  -2.43
H  0.56  0.95  -3.25
H  2.08  0.86  -1.49
H  2.13  1.17  1.24
H  3.20  2.31  0.47
H  2.14  2.93  1.51
C  -2.43  -2.04  -0.69
N  -1.67  -1.49  0.47
C  -0.63  -2.13  1.05
C  0.03  -1.51  2.27
O  -0.28  -3.24  0.67
H  -2.69  -3.08  -0.47
H  -3.38  -1.53  -0.50
H  -1.96  -1.74  -1.61
H  -1.70  -0.50  0.45
H  -0.29  -0.48  2.26
H  -0.15  -2.01  3.22
H  1.10  -1.51  2.17

Population analysis type Löwdin, resulting atomic charges in e:
1. C -0.067
2. N 0.010
3. C -0.564
4. C -0.013
5. O 0.047
6. H 0.051
7. H 0.081
8. H 0.090
9. H 0.129
10. H 0.070
11. H 0.083
12. H 0.087
13. C -0.045
14. N -0.006
15. C -0.553
16. C -0.001
17. O 0.030
18. H 0.086
19. H 0.079
20. H 0.073
21. H 0.109
22. H 0.064
23. H 0.085
24. H 0.074

***

No. 4
Density functional theory data (the ωB97M-V functional and the def2-TZVPD basis) for 2 unconnected molecules or ions with the total composition C6H14N2O2 at a distorted geometry.

- structure (SMILES) = CNC(C)=O.CNC(C)=O
- relative energy (zero: lowest compared OMol25 entry of this formula, charge and spin) (eV) = 1.864
- total energy (eV) = -13523.7601
- orbital gap (eV) = 9.598

Atoms and positions in Å:
C  0.13  -1.19  -2.93
N  0.29  0.10  -2.31
C  1.19  0.41  -1.33
C  1.36  1.91  -1.08
O  1.81  -0.35  -0.57
H  -0.85  -1.58  -2.75
H  0.35  -1.00  -4.00
H  0.84  -1.95  -2.52
H  -0.15  0.82  -2.84
H  0.45  2.48  -0.97
H  1.72  2.51  -1.97
H  2.22  2.02  -0.34
C  -0.19  0.94  3.11
N  -0.60  0.27  1.90
C  -1.57  -0.79  1.83
C  -1.12  -1.75  0.79
O  -2.48  -0.80  2.63
H  0.03  0.26  4.02
H  0.64  1.69  3.07
H  -1.07  1.65  3.32
H  0.08  0.26  1.14
H  -2.03  -2.15  0.32
H  -0.49  -1.30  0.02
H  -0.55  -2.47  1.46

Population analysis type Löwdin, resulting atomic charges in e:
1. C -0.080
2. N -0.004
3. C -0.545
4. C -0.027
5. O 0.017
6. H 0.069
7. H 0.096
8. H 0.104
9. H 0.122
10. H 0.067
11. H 0.088
12. H 0.109
13. C -0.128
14. N -0.038
15. C -0.528
16. C -0.002
17. O 0.058
18. H 0.104
19. H 0.081
20. H 0.094
21. H 0.084
22. H 0.092
23. H 0.039
24. H 0.129

***

No. 5
Density functional theory data (the ωB97M-V functional and the def2-TZVPD basis) for 2 unconnected molecules or ions with the total composition C6H14N2O2 at a distorted geometry.

- charge = +1
- relative energy (zero: lowest compared OMol25 entry of this formula, charge and spin) (eV) = 0.412
- multiplicity = 2
- <S²> = 0.77
- total energy (eV) = -13516.3486
- orbital gap (spin up / spin down) (eV) = 10.965 / 6.024

Atoms and positions in Å:
C  3.11  0.70  -0.55
C  0.80  -2.32  -0.57
C  2.62  -0.67  -0.90
O  3.35  -1.55  -1.31
N  1.36  -1.04  -0.40
H  3.71  1.12  -1.35
H  0.63  -0.36  -0.10
H  1.45  -3.11  -0.92
H  2.37  1.37  -0.12
H  3.76  0.53  0.31
H  0.37  -2.64  0.40
H  -0.09  -2.24  -1.20
C  -2.02  0.58  -1.33
C  -1.94  1.15  2.41
C  -1.60  0.52  1.09
O  -0.62  -0.23  1.02
N  -2.22  1.07  0.03
H  -3.01  1.67  0.18
H  -2.75  -0.18  -1.55
H  -1.75  0.47  3.23
H  -2.15  1.37  -2.04
H  -1.02  0.16  -1.36
H  -1.40  2.09  2.56
H  -2.96  1.53  2.48

Population analysis type Löwdin, resulting atomic charges in e:
1. C 0.037
2. C 0.003
3. C -0.406
4. O 0.197
5. N 0.180
6. H 0.103
7. H 0.102
8. H 0.113
9. H 0.091
10. H 0.113
11. H 0.138
12. H 0.132
13. C -0.021
14. C 0.011
15. C -0.490
16. O -0.012
17. N 0.039
18. H 0.147
19. H 0.094
20. H 0.090
21. H 0.088
22. H 0.058
23. H 0.100
24. H 0.091

***

No. 6
Density functional theory data (the ωB97M-V functional and the def2-TZVPD basis) for 2 unconnected molecules or ions with the total composition C6H14N2OS2 at a distorted geometry.

- structure (SMILES) = CC(=S)NN.C=CSCCO
- total energy (eV) = -33144.9865
- orbital gap (eV) = 8.682

Atoms and positions in Å:
C  3.83  1.26  0.77
C  4.01  -0.07  0.10
S  5.19  -0.45  -0.93
N  3.02  -0.96  0.26
N  2.05  -0.75  1.24
H  3.60  1.19  1.83
H  4.81  1.71  0.59
H  2.94  1.77  0.24
H  3.26  -1.89  -0.09
H  1.13  -0.70  0.75
H  1.90  -1.60  1.78
C  -2.00  3.23  -0.09
C  -2.14  1.90  -0.10
S  -3.70  1.07  -0.20
C  -3.14  -0.66  -0.08
C  -4.30  -1.62  -0.09
O  -3.77  -2.91  0.01
H  -2.90  3.88  -0.07
H  -1.02  3.68  -0.03
H  -1.28  1.26  -0.05
H  -2.58  -0.83  0.87
H  -2.46  -0.89  -0.93
H  -4.84  -1.49  -1.03
H  -5.02  -1.39  0.72
H  -4.49  -3.57  -0.14

Population analysis type Löwdin, resulting atomic charges in e:
1. C -0.110
2. C -0.950
3. S 0.645
4. N -0.144
5. N 0.024
6. H 0.065
7. H 0.054
8. H 0.117
9. H 0.117
10. H 0.097
11. H 0.087
12. C -0.089
13. C -0.533
14. S 0.881
15. C -0.497
16. C -0.379
17. O -0.073
18. H 0.063
19. H 0.050
20. H 0.049
21. H 0.091
22. H 0.096
23. H 0.113
24. H 0.120
25. H 0.108

***

No. 7
Density functional theory data (the ωB97M-V functional and the def2-TZVPD basis) for 2 unconnected molecules or ions with the total composition C6H14N3 at a distorted geometry.

- charge = +1
- relative energy (zero: lowest compared OMol25 entry of this formula, charge and spin) (eV) = 3.692
- total energy (eV) = -10909.4425
- orbital gap (spin up / spin down) (eV) = 8.098 / 7.793

Atoms and positions in Å:
C  2.06  1.85  -0.65
C  0.07  1.23  -1.49
C  0.79  -1.73  0.79
C  -0.60  0.25  1.44
C  -1.29  -1.22  -0.51
C  -0.13  -0.63  0.27
N  1.85  0.69  -0.13
N  1.10  2.25  -1.49
N  0.70  0.19  -0.65
H  2.92  2.44  -0.40
H  -0.85  1.60  -1.00
H  -0.17  0.89  -2.50
H  1.65  -1.31  1.30
H  0.26  -2.39  1.47
H  1.14  -2.31  -0.06
H  -1.18  -0.36  2.13
H  -1.23  1.07  1.10
H  0.26  0.66  1.97
H  -0.90  -1.76  -1.38
H  -1.83  -1.92  0.11
H  -1.99  -0.46  -0.85
H  1.09  3.07  -2.06
H  1.16  -1.20  -1.60

Population analysis type Löwdin, resulting atomic charges in e:
1. C -0.099
2. C -0.091
3. C -0.035
4. C -0.008
5. C -0.023
6. C -0.604
7. N 0.090
8. N 0.093
9. N -0.101
10. H 0.152
11. H 0.141
12. H 0.151
13. H 0.088
14. H 0.105
15. H 0.076
16. H 0.104
17. H 0.084
18. H 0.092
19. H 0.084
20. H 0.106
21. H 0.089
22. H 0.161
23. H 0.344

***

No. 8
Density functional theory data (the ωB97M-V functional and the def2-TZVPD basis) for a gas-phase ion, C6H14N3OS (charge +1) at a distorted geometry.

- structure (SMILES) = CC(C)(O)C[N@@H+]1NC=N[C@H]1S
- charge = +1
- relative energy (zero: lowest compared OMol25 entry of this formula, charge and spin) (eV) = 2.905
- total energy (eV) = -23792.9771
- orbital gap (eV) = 11.191

Atoms and positions in Å:
C  -0.93  1.52  -0.73
C  -1.02  0.17  0.00
C  -2.13  0.26  1.02
O  -1.24  -0.88  -1.00
C  0.25  -0.27  0.75
N  1.31  -0.46  -0.13
N  1.57  -1.86  -0.24
C  2.88  -2.15  0.17
N  3.52  -1.18  0.63
C  2.91  0.03  0.57
S  3.60  1.31  -0.35
H  -0.23  1.35  -1.60
H  -0.47  2.26  -0.17
H  -1.83  1.87  -1.13
H  -2.13  1.36  1.46
H  -3.14  0.09  0.62
H  -1.98  -0.50  1.75
H  -1.82  -0.62  -1.74
H  0.14  -1.21  1.36
H  0.42  0.53  1.41
H  1.24  0.12  -0.97
H  1.23  -2.43  -0.99
H  3.06  -3.29  0.36
H  2.69  0.46  1.54
H  3.76  0.46  -1.42

Population analysis type Löwdin, resulting atomic charges in e:
1. C -0.005
2. C -0.561
3. C -0.022
4. O -0.032
5. C -0.129
6. N -0.033
7. N 0.067
8. C -0.118
9. N 0.052
10. C -0.622
11. S 0.891
12. H 0.103
13. H 0.063
14. H 0.085
15. H 0.144
16. H 0.102
17. H 0.073
18. H 0.115
19. H 0.175
20. H 0.124
21. H 0.143
22. H 0.152
23. H 0.190
24. H 0.105
25. H -0.063

***

- Among the records above, which one has the highest total energy?
  C6H14N3